The following is a quantum chemistry calculation of the molecule C16H24N2OS, from the OMol25 dataset.

**Gap between HOMO and LUMO**: 0.308 Ha
**Energy relative to the best compared isomer or geometry (same formula, charge and spin)**: 10.5 kcal per mole
**SMILES**: CC(=O)Nc1ccc(SCC[C@@H]2CCCCN2C)cc1
**E_HOMO**: -7.72 eV

ORCA input file:
```
! wB97M-V def2-TZVPD RIJCOSX def2/J DEFGRID3
* xyz 0 1
C -6.25181 -1.53880 0.38721
C -4.93034 -1.03990 -0.16405
O -4.33617 -1.59144 -1.06097
N -4.50306 0.09070 0.47136
C -3.34499 0.84302 0.25086
C -2.41947 0.53509 -0.74122
C -1.29413 1.31869 -0.90964
C -1.06029 2.40811 -0.08185
S 0.35369 3.46364 -0.23308
C 1.64295 2.33550 -0.86672
C 1.93245 1.20741 0.10818
C 2.92527 0.17659 -0.46617
C 2.25551 -0.79934 -1.43912
C 1.23292 -1.70654 -0.74729
C 1.68296 -2.03866 0.68034
C 3.19332 -1.90219 0.80820
N 3.58184 -0.51410 0.64462
C 5.01493 -0.34827 0.67375
C -1.98982 2.72392 0.90410
C -3.12114 1.95352 1.06476
H -6.15200 -1.77947 1.44375
H -7.02033 -0.77741 0.27035
H -6.54851 -2.43152 -0.15514
H -5.09291 0.44549 1.21176
H -2.58808 -0.31361 -1.38252
H -0.60545 1.07020 -1.70135
H 1.33034 1.97253 -1.84506
H 2.51422 2.97714 -1.00005
H 1.00129 0.71209 0.38077
H 2.36512 1.62391 1.01921
H 3.68839 0.73562 -1.02549
H 1.78121 -0.24463 -2.24991
H 3.03935 -1.41230 -1.89042
H 0.25252 -1.22940 -0.72228
H 1.12910 -2.62325 -1.33070
H 1.22362 -1.35382 1.39408
H 1.38144 -3.05183 0.94838
H 3.51254 -2.21311 1.80840
H 3.69188 -2.56738 0.07966
H 5.52613 -0.83299 -0.17486
H 5.25679 0.71354 0.66801
H 5.40015 -0.78300 1.59601
H -1.81451 3.57793 1.53982
H -3.83691 2.20831 1.83431
*
```

=====

The following is a quantum chemistry calculation of the molecule CH6B2NO7P, from the OMol25 dataset.

**Gap between HOMO and LUMO**: 0.341 Ha
**SMILES**: O=NOB(CP(=O)(O)O)B(O)O
**E_HOMO**: -10.36 eV

ORCA input file:
```
! wB97M-V def2-TZVPD RIJCOSX def2/J DEFGRID3
* xyz 0 1
O -2.11121 -1.70844 3.02969
N -1.50356 -1.83945 2.05200
O -0.79942 -0.66280 1.69104
B -0.17629 -0.70599 0.42266
C -1.02348 -0.22707 -0.79894
P -0.73395 1.52449 -1.11987
O -1.18577 1.88657 -2.41418
O -1.51443 2.29594 0.03143
O 0.81956 1.86540 -0.94394
B 1.45344 -1.16335 0.15013
O 2.32772 -1.47411 1.12623
O 1.89356 -1.22431 -1.16504
H -2.07637 -0.29761 -0.57279
H -0.83167 -0.79252 -1.69387
H -0.98581 2.25382 0.84757
H 1.12593 1.82101 -0.02338
H 3.22756 -1.22393 0.86060
H 2.09420 -0.32762 -1.47933
*
```

=====

The following is a quantum chemistry calculation of the molecule C22H28N2O2S, from the OMol25 dataset.

**Gap between HOMO and LUMO**: 0.313 Ha
**Energy relative to the best compared isomer or geometry (same formula, charge and spin)**: 40.2 kcal per mole
**SMILES**: COc1ccc(SC[C@H](Cc2ccccc2)N2CCN(C)CCC2=O)cc1
**E_HOMO**: -7.80 eV

ORCA input file:
```
! wB97M-V def2-TZVPD RIJCOSX def2/J DEFGRID3
* xyz 0 1
C -5.51775 -1.41573 -2.01996
O -5.15911 -1.60278 -0.67227
C -4.26712 -0.74063 -0.11428
C -3.73296 0.37617 -0.74753
C -2.81471 1.17002 -0.08694
C -2.42761 0.86840 1.20665
S -1.22127 1.90247 2.00127
C -0.05173 0.65704 2.65597
C 0.41416 -0.32936 1.58965
C 1.35825 -1.38813 2.19295
C 1.89451 -2.26946 1.09910
C 3.22020 -2.18022 0.69822
C 3.69474 -2.95384 -0.34685
C 2.84476 -3.82363 -1.00643
C 1.52158 -3.92229 -0.60996
C 1.05022 -3.15179 0.43641
N 1.01182 0.33197 0.44373
C 2.19240 1.14507 0.62381
C 1.96094 2.63574 0.35758
N 2.06165 2.95457 -1.05435
C 2.13450 4.38666 -1.25900
C 0.98278 2.36730 -1.82813
C 1.10043 0.84398 -1.93622
C 0.46307 0.11106 -0.77514
O -0.49854 -0.61911 -0.93754
C -2.98511 -0.22340 1.85841
C -3.89039 -1.02443 1.19971
H -6.18643 -2.24000 -2.26406
H -6.04546 -0.46752 -2.16813
H -4.64156 -1.45218 -2.67474
H -4.00594 0.62912 -1.75921
H -2.39023 2.02900 -0.58367
H 0.77160 1.24724 3.05803
H -0.53091 0.12298 3.47643
H -0.46262 -0.84574 1.18005
H 2.18065 -0.90708 2.72696
H 0.78974 -1.98163 2.91205
H 3.89057 -1.50324 1.20993
H 4.72958 -2.87410 -0.64747
H 3.21235 -4.42335 -1.82606
H 0.85298 -4.59904 -1.12063
H 0.01558 -3.22897 0.73540
H 2.52187 1.02435 1.65570
H 2.99686 0.79365 -0.03004
H 2.74274 3.19857 0.87442
H 0.98536 2.93352 0.77891
H 1.23126 4.91401 -0.91574
H 2.27461 4.58941 -2.31970
H 2.99306 4.78058 -0.71690
H 1.04537 2.78549 -2.83610
H -0.00661 2.63134 -1.41383
H 2.15189 0.56921 -2.02993
H 0.57472 0.50798 -2.83117
H -2.70878 -0.45285 2.87689
H -4.32194 -1.88642 1.68379
*
```

=====

The following is a quantum chemistry calculation of a structure of composition C39H45N11S2Se2Sm, from the OMol25 dataset.

**Gap between HOMO and LUMO (alpha / beta)**: 0.254 / 0.254 Ha
**Energy relative to the best compared isomer or geometry (same formula, charge and spin)**: 0.0 kcal per mole
**E_HOMO (alpha / beta)**: -15.27 / -15.27 eV

ORCA input file:
```
! wB97M-V def2-TZVPD RIJCOSX def2/J DEFGRID3
* xyz 3 6
Sm 17.88221 13.97070 9.55881
N 16.81212 15.47122 7.81621
C 16.60383 14.99176 6.42660
C 17.64696 13.90555 6.12401
N 17.67810 12.81399 7.13128
C 16.54653 11.85053 6.96308
C 15.56372 12.03396 8.09148
N 16.26059 11.98620 9.37257
H 15.90969 15.74386 8.18156
H 17.35926 16.32218 7.84284
H 16.71354 15.78450 5.68861
H 15.60327 14.52501 6.38916
H 18.65792 14.34784 6.15934
H 17.42692 13.47038 5.15802
H 18.50923 12.25096 6.95774
H 17.00667 10.86451 7.00713
H 16.08810 11.94626 5.99051
H 14.72696 11.31087 8.04664
H 15.14762 13.05679 8.05241
H 16.69555 11.04028 9.43136
H 15.56615 11.91917 10.10204
S 15.12675 14.67160 10.38950
C 15.00436 16.25694 10.91909
N 13.83411 16.90709 10.91760
C 13.75451 18.25924 11.41955
C 14.63425 18.37471 12.62542
N 16.01346 18.04975 12.20037
C 17.14541 18.85531 12.78604
C 17.25168 20.16925 12.07743
C 17.84694 20.25241 10.82327
C 17.94471 21.46739 10.18532
C 17.46091 22.62200 10.81715
C 16.80917 22.51626 12.03378
C 16.68878 21.27362 12.65045
C 16.22002 17.04416 11.30862
S 17.76141 16.63109 10.68812
C 12.55478 16.30513 10.43042
C 11.52949 16.26629 11.53924
C 11.60676 15.35748 12.56655
C 10.63788 15.38319 13.56628
C 9.54197 16.22851 13.42701
C 9.45434 17.12436 12.36851
C 10.48251 17.14212 11.44604
H 12.70009 18.46080 11.65454
H 14.09821 18.98202 10.65669
H 14.30447 17.71849 13.45213
H 14.61444 19.38282 12.99008
H 18.05888 18.24471 12.58773
H 16.90646 18.97158 13.85329
H 18.30529 19.40680 10.36447
H 18.52535 21.57910 9.26516
H 17.53985 23.61686 10.32366
H 16.37440 23.38317 12.52620
H 16.24462 21.15802 13.62346
H 12.81308 15.27802 10.10579
H 12.27326 16.90568 9.56975
H 12.45078 14.70523 12.67640
H 10.74352 14.76576 14.43754
H 8.76845 16.22102 14.15310
H 8.67172 17.84584 12.31719
H 10.39045 17.80716 10.57143
Se 20.00683 7.86210 14.62417
N 18.97696 9.29334 14.78687
C 18.98151 9.94340 13.67750
C 18.29969 11.19906 13.44235
C 17.61128 11.89133 14.44782
C 17.10583 13.14824 14.19173
C 17.31707 13.72480 12.95292
N 18.01146 13.13542 11.97307
C 18.48875 11.85453 12.19267
C 19.31468 11.27496 11.15776
N 19.45569 11.96641 10.02180
C 20.22856 11.50440 9.05819
C 20.84380 10.25038 9.12533
C 20.72671 9.50262 10.29897
C 19.96965 10.03089 11.37103
C 19.78469 9.35064 12.65669
N 20.36675 8.23852 12.95112
H 17.49358 11.38848 15.42643
H 16.55978 13.68788 14.96707
H 17.06267 14.73876 12.81041
H 20.36086 12.14051 8.16232
H 21.49528 9.90436 8.35505
H 21.24862 8.56628 10.44099
C 23.02448 13.50461 8.12585
N 22.93425 14.61222 9.05190
C 23.94113 15.01805 9.92137
C 23.38836 15.96825 10.71093
N 22.06899 16.09006 10.36600
C 21.15547 17.03949 10.96880
C 21.79909 15.25528 9.34988
Se 20.24490 15.26692 8.33158
H 24.01142 13.47798 7.65957
H 22.24744 13.41106 7.39972
H 23.02455 12.57685 8.72180
H 24.92819 14.68111 9.84764
H 23.87436 16.54388 11.50030
H 21.77990 17.72641 11.52765
H 20.48547 16.48744 11.64199
H 20.54342 17.53404 10.19345
*
```

=====

Calculated largest force on an atom (eV/Å), listed in the same order as above: 0.65, 3.08, 0.67, 2.37
Calculated total energy (eV), listed in the same order as above: -32845.02432, -27600.75414, -41179.15091, -227814.65011